Entry 1:
Here is a 11-piece molecular cluster, C40H84O11 overall from the Open Molecules 2025 dataset. Energies are from the ωB97M-V functional and the def2-TZVPD basis.

The geometry in XYZ format:
```
135
Properties=species:S:1:pos:R:3:forces:R:3
C 8.7180 0.0326 0.7592 0.9 -1.6 -2.1
C 7.7455 0.2515 1.8253 -2.0 0.2 2.3
C 6.8426 1.4122 1.3057 2.3 -0.9 0.2
O 7.9175 2.1786 0.6581 -1.2 1.0 -0.9
C 8.7981 1.3114 -0.1025 -1.0 -0.7 1.6
H 8.2742 -0.7923 0.2018 0.5 -0.1 -0.7
H 9.6913 -0.3164 1.1041 0.0 0.1 0.1
H 8.2761 0.3916 2.7671 -0.3 0.9 0.2
H 7.1311 -0.6224 2.0420 0.0 -0.3 -0.2
H 6.2307 1.9653 2.0184 1.1 0.6 0.4
H 6.0224 1.0130 0.7091 0.5 -0.1 -1.2
H 9.8168 1.6915 -0.1785 -0.2 0.5 0.4
H 8.4737 1.1305 -1.1273 -0.4 0.1 0.0
C 7.5756 0.9939 -6.8893 -0.7 0.5 2.7
C 6.8917 1.8430 -7.9060 1.2 0.6 -1.7
C 5.6938 1.0058 -8.3428 0.1 0.3 0.5
O 5.4523 0.1415 -7.2533 -0.9 -1.0 -0.1
C 6.3847 0.3043 -6.2132 0.0 -0.6 -0.6
H 7.9699 1.6603 -6.1222 0.8 -0.2 -0.1
H 8.3262 0.2974 -7.2632 -0.2 0.1 -0.1
H 7.6838 2.0440 -8.6272 -0.4 -0.2 -0.9
H 6.6857 2.8725 -7.6128 -0.6 -0.3 0.7
H 5.8865 0.3467 -9.1893 -0.1 0.5 -0.4
H 4.7934 1.6137 -8.4311 0.0 0.0 -0.7
H 6.6029 -0.6966 -5.8408 0.1 0.0 0.2
H 5.8507 0.8671 -5.4475 0.6 0.4 0.4
C -8.9823 0.6964 -2.3485 0.4 -1.5 0.5
C -8.7780 1.6098 -1.1198 -0.2 0.4 -0.6
C -7.2607 1.5497 -0.8588 -1.2 -0.6 -0.5
O -6.7576 1.3574 -2.1529 1.9 0.8 -0.6
C -7.6497 0.8125 -3.0997 -0.6 0.0 0.7
H -9.8632 0.7523 -2.9880 0.0 1.0 0.1
H -9.0803 -0.3296 -1.9937 0.2 -0.2 0.3
H -9.4042 1.3508 -0.2661 0.0 0.1 -0.1
H -8.9791 2.6217 -1.4716 -0.2 0.2 0.4
H -6.9447 0.7213 -0.2248 -0.2 -0.3 0.2
H -6.8451 2.4583 -0.4232 -0.1 0.1 -0.2
H -7.2237 -0.1444 -3.4011 -0.3 -0.1 -0.3
H -7.7573 1.4624 -3.9682 0.3 0.2 0.0
C -2.6561 -7.0884 6.9966 -0.8 -1.3 1.4
C -3.4103 -6.4245 5.8771 0.7 0.8 -0.5
C -3.4568 -4.9367 6.3012 0.3 -2.7 0.3
O -3.2669 -5.0276 7.7819 -0.4 3.5 -2.4
C -3.1763 -6.3220 8.2567 0.1 -0.6 -1.1
H -1.5666 -7.0608 6.9815 0.0 0.5 -0.4
H -2.9200 -8.1449 6.9481 0.1 -0.2 0.5
H -4.4166 -6.8106 5.7147 0.0 -0.2 0.4
H -2.8891 -6.5475 4.9277 0.0 0.1 -0.1
H -4.4122 -4.6232 5.8806 -0.2 1.0 1.1
H -2.6439 -4.4695 5.7453 0.1 0.7 0.9
H -4.1808 -6.5747 8.5961 0.0 -0.8 0.1
H -2.5030 -6.2589 9.1115 0.1 -0.5 -0.1
C -1.2264 -5.4974 -4.6130 -0.1 -0.1 -1.5
C -1.6713 -6.8468 -5.1602 1.1 -1.5 1.1
C -3.0992 -6.9313 -4.6569 -0.1 0.2 -0.7
O -3.5809 -5.6006 -4.7905 0.3 0.5 0.0
C -2.4313 -4.7563 -5.0355 -1.9 1.5 0.9
H -0.4180 -5.0407 -5.1839 0.5 -0.3 0.5
H -1.1017 -5.4617 -3.5307 0.2 -0.2 -0.1
H -1.0615 -7.6407 -4.7290 0.0 -0.3 -0.1
H -1.5841 -6.9419 -6.2425 -0.1 0.3 0.0
H -3.1355 -7.2460 -3.6139 0.0 -0.1 0.1
H -3.7464 -7.5691 -5.2588 0.1 -0.2 0.1
H -2.5533 -3.8665 -4.4179 -0.3 0.3 -0.2
H -2.4293 -4.4647 -6.0858 0.2 0.0 -0.1
C -4.2263 2.9565 6.1272 0.2 -2.4 -0.7
C -3.0700 3.8907 5.9392 -0.1 1.4 1.1
C -3.6497 4.9219 4.9601 1.6 -0.8 0.3
O -4.9729 4.9916 5.2973 -1.8 0.6 0.1
C -5.4474 3.6897 5.6975 -0.5 1.7 -0.6
H -4.4335 2.5700 7.1251 0.8 -0.1 0.0
H -4.0422 2.1391 5.4301 -0.4 -0.5 0.3
H -2.0810 3.5413 5.6426 -0.3 -0.5 0.1
H -3.0325 4.3323 6.9350 0.8 0.7 -0.1
H -3.5075 4.5626 3.9409 0.0 0.0 -0.4
H -3.1429 5.8801 5.0745 -0.3 0.2 -0.1
H -5.9684 3.2129 4.8673 0.0 0.0 -0.1
H -6.1797 3.8897 6.4797 0.1 -0.2 0.1
C -0.1892 -0.5636 1.8661 0.4 1.2 0.8
C 0.1345 0.6920 1.0732 -0.3 1.4 -0.6
C 0.1893 0.3134 -0.3817 0.0 -1.8 0.1
O -0.1526 -1.0920 -0.3199 0.1 -0.9 -1.6
C -0.8643 -1.4364 0.8690 0.3 0.7 -0.6
H -0.8063 -0.2098 2.6920 0.1 -0.7 0.4
H 0.7357 -1.0414 2.1891 -0.1 0.0 0.3
H 1.0591 1.2170 1.3134 -0.3 0.1 0.6
H -0.7404 1.3418 1.0940 0.2 0.5 0.8
H 1.1762 0.4252 -0.8308 0.1 -0.4 0.0
H -0.4881 0.8709 -1.0285 -0.4 -0.1 0.1
H -0.7329 -2.4813 1.1501 0.0 -0.1 -0.6
H -1.9227 -1.2247 0.7168 -0.2 0.0 0.2
C -2.4586 8.6171 -0.9346 0.2 0.7 2.6
C -3.5966 7.6884 -1.2396 -1.1 0.4 -0.6
C -3.0547 6.8976 -2.3921 0.2 -0.6 -0.7
O -2.1340 7.7587 -3.0655 0.0 0.3 0.2
C -1.7127 8.8201 -2.1626 1.0 -0.9 -2.3
H -1.7528 8.2119 -0.2094 -0.3 -0.2 0.4
H -2.7584 9.6069 -0.5902 -0.3 -0.2 0.5
H -4.4154 8.2798 -1.6494 -0.3 0.1 0.3
H -3.9780 7.0917 -0.4110 0.2 0.1 0.0
H -3.7682 6.5687 -3.1477 -0.3 0.3 0.1
H -2.6312 5.9609 -2.0296 0.8 0.0 0.0
H -1.8746 9.8117 -2.5852 -0.2 -0.2 -0.5
H -0.6381 8.6911 -2.0334 0.1 0.2 0.1
C 2.5948 0.0881 8.6341 0.1 -1.2 -0.2
C 3.8492 0.5801 7.9751 0.9 -0.3 -0.2
C 4.8062 0.7639 9.1919 -2.8 0.6 -1.1
O 4.4745 -0.4126 9.9595 0.9 0.4 0.5
C 3.1055 -0.8490 9.7241 1.0 0.8 -0.5
H 2.0247 -0.5154 7.9278 -0.6 0.5 0.1
H 2.0525 0.8881 9.1382 -0.3 0.1 -0.5
H 3.6457 1.3522 7.2331 0.4 0.6 0.5
H 4.3314 -0.2163 7.4081 -0.3 -0.3 -0.2
H 4.4366 1.6612 9.6883 0.3 0.2 0.6
H 5.8182 0.9675 8.8419 0.3 -1.0 0.7
H 2.4239 -0.7273 10.5660 0.6 -0.2 0.6
H 3.2143 -1.9000 9.4562 -0.4 0.0 -0.1
C -2.9750 2.0844 -7.7087 0.9 -1.0 -0.2
C -1.6111 2.6490 -7.1967 -2.5 -1.4 -1.0
O -1.5236 3.9881 -7.5834 0.6 0.7 0.6
H -3.8917 2.5064 -7.2967 0.4 0.4 0.1
H -2.9710 1.0266 -7.4459 -0.2 -0.2 0.1
H -3.0240 2.0756 -8.7976 -0.1 0.3 -0.1
H -0.8177 2.0675 -7.6662 0.2 -0.2 0.2
H -1.6841 2.3927 -6.1398 0.8 1.1 0.3
H -1.3860 3.9368 -8.5321 0.0 0.4 -0.1
C 6.4522 -6.5428 -3.1942 -0.1 -0.3 0.5
C 5.0417 -5.9188 -3.1990 0.7 0.0 0.3
O 4.5150 -5.7158 -1.8886 0.5 -0.3 0.4
H 6.4831 -7.3490 -2.4613 -0.2 -0.2 0.0
H 7.3316 -5.9505 -2.9415 -0.4 0.7 0.0
H 6.6752 -7.0025 -4.1570 -0.2 0.1 -0.1
H 4.4179 -6.6607 -3.6976 -0.2 0.3 -0.4
H 5.0459 -4.9286 -3.6545 0.0 -0.2 -0.7
H 3.6002 -5.4394 -1.9801 0.0 0.0 0.0
```
Forces are in eV/Å.

As for the multiplicity: 1. The calculation puts the HOMO energy at -9.33 eV. For the LUMO energy, the calculation gives 0.12 eV. Its HOMO-LUMO gap is 9.45 eV.



Entry 2:
Here is a 3-piece molecular cluster, C14H28NO9P2 overall from the Open Molecules 2025 dataset. Energies are from the ωB97M-V functional and the def2-TZVPD basis.

The geometry in XYZ format:
```
54
Properties=species:S:1:pos:R:3:forces:R:3
C 2.1086 0.0621 3.5531 0.8 0.7 -0.2
C 1.3963 -0.0844 2.0748 0.8 0.9 0.2
C 0.2712 1.1019 1.9624 -0.3 0.2 -1.0
C -1.2742 0.5852 1.7887 -0.5 0.0 0.9
C -2.2497 1.8155 2.2842 1.0 0.9 -0.9
C -1.6264 -0.7902 2.6564 -0.4 2.3 -0.8
N -1.5074 -0.5264 4.1572 1.3 -1.2 -1.0
P -3.4327 -1.2027 2.1480 1.5 -1.3 -0.4
P -4.9080 -0.2322 3.4225 -0.9 4.0 2.5
O -4.3197 0.6068 4.6256 -2.2 -2.9 -3.0
O -5.8392 0.9235 2.4458 0.2 -0.4 2.5
O -6.0687 -1.4643 3.9009 1.8 1.2 1.3
H 3.0223 0.8144 3.4035 -1.8 -1.6 0.4
H 1.4063 0.6004 4.3527 1.4 -1.6 -1.7
H 2.5685 -0.9381 3.9643 -1.1 1.9 -0.7
H 2.2378 0.1579 1.2686 -1.8 -0.6 1.8
H 1.0116 -1.1629 1.8229 0.3 2.3 0.8
H 0.2894 1.8766 2.8659 0.2 -1.8 -1.7
H 0.5511 1.7501 1.0032 -0.7 -1.2 2.0
H -1.4939 0.3293 0.6495 0.6 0.7 2.3
H -3.2816 1.7628 1.7258 1.9 0.2 1.4
H -1.6959 2.8188 1.9564 -1.3 -1.7 0.5
H -2.3571 1.8812 3.4520 0.0 -0.5 -2.3
H -0.9681 -1.3694 4.5116 -0.6 1.9 -0.3
H -0.9857 0.3628 4.3451 -0.6 -1.3 -0.2
H -3.5840 -0.5410 0.8448 -0.2 -0.1 1.1
H -6.1067 1.6973 3.0573 0.8 -1.9 -1.1
H -5.8886 -1.7711 4.8586 -0.2 1.0 -2.2
C 1.6098 -4.2716 -0.3579 -0.3 0.1 0.3
C 1.9853 -3.1437 -1.2971 -0.4 -1.3 0.5
C 3.4611 -3.0026 -1.5166 0.5 -0.6 -0.4
O 3.5843 -1.6336 -1.8629 -0.5 0.7 0.2
C 2.5419 -0.9877 -1.2562 -0.6 2.2 0.4
O 2.4292 0.2227 -1.1806 0.3 -2.5 -0.4
O 1.6455 -1.8836 -0.7414 0.8 1.1 -0.5
H 2.1940 -4.2299 0.5677 0.0 0.1 -0.2
H 0.5569 -4.1932 -0.0669 0.1 0.0 -0.2
H 1.7747 -5.2454 -0.8289 0.0 0.2 0.0
H 1.4427 -3.2478 -2.2448 0.1 0.0 0.0
H 3.8290 -3.6415 -2.3241 0.0 0.3 0.0
H 4.0579 -3.1850 -0.6158 -0.2 -0.1 0.0
C 1.5195 3.4953 -4.0749 0.0 0.4 -0.1
C 0.6276 2.3969 -4.6165 0.7 0.7 1.1
C 1.3770 1.2065 -5.1338 0.5 -0.6 0.6
O 0.4683 0.6659 -6.0778 -0.7 0.5 -0.6
C -0.2876 1.7136 -6.5283 -1.4 0.0 -1.8
O -1.0467 1.6592 -7.4793 1.6 0.1 2.0
O -0.0726 2.8320 -5.7707 -0.4 -0.9 -1.0
H 2.3166 3.7462 -4.7829 -0.1 -0.1 0.0
H 0.9431 4.4126 -3.9148 0.0 -0.2 0.1
H 1.9782 3.1965 -3.1274 -0.1 0.0 -0.1
H -0.1163 2.1113 -3.8626 0.1 -0.1 -0.1
H 1.6012 0.4777 -4.3501 -0.1 0.0 -0.2
H 2.3040 1.4655 -5.6575 -0.1 0.2 0.1
```
Forces are in eV/Å.

As for the multiplicity: 1. The charge is -1. The calculation puts the HOMO energy at -2.33 eV. For the LUMO energy, the calculation gives 2.10 eV. Its HOMO-LUMO gap is 4.44 eV.



Entry 3:
Here is C4H7NO in the gas phase from the Open Molecules 2025 dataset. Energies are from the ωB97M-V functional and the def2-TZVPD basis.

The geometry in XYZ format:
```
13
Properties=species:S:1:pos:R:3:forces:R:3
N 2.2138 -0.1139 0.1119 0.1 0.1 0.0
C 1.0187 0.2443 -0.4503 -0.1 0.2 -0.1
O 0.9426 1.0900 -1.3250 0.0 -0.3 0.3
C -0.1753 -0.4749 0.0993 0.1 -0.1 0.0
C -1.4758 -0.2996 -0.6301 -0.1 0.0 -0.1
C -1.2722 0.3937 0.6740 -0.1 0.2 0.1
H 2.2187 -0.5554 1.0171 0.0 0.0 -0.1
H 2.9924 0.4923 -0.1015 -0.1 -0.1 0.0
H 0.0144 -1.4258 0.5915 0.0 0.2 -0.1
H -1.4272 0.3096 -1.5272 0.0 -0.1 0.1
H -2.1516 -1.1479 -0.6668 0.1 0.1 0.0
H -1.7922 0.0212 1.5515 0.1 0.0 -0.1
H -1.1063 1.4665 0.6554 0.0 -0.2 0.0
```
Forces are in eV/Å.

As for the multiplicity: 1. The calculation puts the HOMO energy at -9.86 eV. For the LUMO energy, the calculation gives 0.98 eV. Its HOMO-LUMO gap is 10.84 eV.



Entry 4:
Here is C42H38CaN8O4S as an isolated structure from the Open Molecules 2025 dataset. Energies are from the ωB97M-V functional and the def2-TZVPD basis.

The geometry in XYZ format:
```
94
Properties=species:S:1:pos:R:3:forces:R:3
Ca -2.0685 0.5978 0.3166 -0.1 -0.1 0.0
C 3.3382 -4.0630 0.0290 0.0 0.0 0.0
C 2.4583 -2.9536 0.5419 0.0 0.0 0.0
C 1.8199 -3.0398 1.7776 0.0 0.0 0.0
C 0.9490 -2.0474 2.1778 0.0 0.0 0.0
C 0.6719 -0.9056 1.4078 0.0 0.0 0.0
N -0.2841 -0.0069 1.9052 0.0 0.0 0.0
C 0.0375 0.7238 2.9721 0.0 0.0 0.0
C 1.3706 1.0633 3.3591 0.0 0.0 0.0
C 1.6446 1.9601 4.3689 0.0 0.0 0.0
C 0.6373 2.5808 5.1115 0.0 0.0 0.0
C 0.9412 3.6407 6.1364 0.0 0.0 0.0
C -0.6660 2.1986 4.8224 0.0 0.0 0.0
C -0.9644 1.2817 3.8291 0.0 0.0 0.0
N -2.3185 0.8284 3.7530 0.0 0.0 0.0
C -3.0737 0.4390 4.8020 0.0 0.1 0.0
C -4.3325 0.1507 4.3235 0.0 -0.1 0.0
C -4.2375 0.3760 2.9408 0.0 0.1 0.0
N -3.0236 0.7878 2.6128 0.0 0.0 0.0
C 1.3297 -0.8113 0.1658 0.0 0.0 0.0
C 2.1902 -1.8409 -0.2324 0.0 0.0 0.0
N 1.2466 0.2649 -0.7610 0.0 0.0 0.0
C 2.4775 1.8958 -2.0824 0.0 0.0 0.0
C 1.1151 2.4361 -2.3931 0.0 0.0 0.0
C 0.0246 1.9242 -1.7354 0.0 0.0 0.0
N -0.0178 0.9121 -0.8661 0.1 0.0 0.0
H 3.9114 -4.5230 0.8373 0.0 0.0 0.0
H 4.0418 -3.6938 -0.7192 0.0 0.0 0.0
H 2.7430 -4.8510 -0.4414 0.0 0.0 0.0
H 1.9827 -3.9041 2.4144 0.0 0.0 0.0
H 0.4257 -2.1317 3.1238 0.0 0.0 0.0
H 2.1838 0.6133 2.8023 0.0 0.0 0.0
H 2.6832 2.2019 4.5828 0.0 0.0 0.0
H 1.8732 3.4282 6.6665 0.0 0.0 0.0
H 0.1449 3.7099 6.8812 0.0 0.0 0.0
H 1.0461 4.6340 5.6848 0.0 0.0 0.0
H -1.4914 2.6239 5.3869 0.0 0.0 0.0
H -2.6494 0.3901 5.7901 0.0 0.0 0.0
H -5.1822 -0.1989 4.8836 0.0 0.0 0.0
H -4.9790 0.2650 2.1652 0.0 0.0 0.0
H 2.6468 -1.7425 -1.2138 0.0 0.0 0.0
H 3.2106 2.7082 -1.9715 0.0 0.0 0.0
H 1.0030 3.2710 -3.0714 0.0 0.0 0.0
H -0.9485 2.3866 -1.9006 0.0 0.0 0.0
C 0.5540 -5.0361 -4.5850 0.0 0.0 0.0
C -0.3928 -4.3094 -3.6664 0.0 0.0 0.0
C -1.6762 -4.7819 -3.4311 0.0 0.0 0.0
C -2.5452 -4.1038 -2.5793 0.0 0.0 0.0
C -2.1319 -2.9375 -1.9644 0.0 0.0 0.0
C -0.8512 -2.4424 -2.1984 0.0 0.0 0.0
C 0.0070 -3.1306 -3.0343 0.0 0.0 0.0
S -3.1915 -2.0535 -0.8253 0.0 0.0 0.0
O -4.4140 -2.8347 -0.7336 0.0 0.0 0.0
O -2.3632 -1.9912 0.3858 0.0 0.1 0.0
N -3.3276 -0.6153 -1.3562 -0.1 0.0 -0.1
C -4.5805 -0.0610 -1.8245 0.1 0.1 0.0
C -4.9111 1.2836 -1.1319 -0.1 -0.1 0.2
O -5.9613 1.8416 -1.4730 0.0 0.1 -0.1
O -4.0898 1.6879 -0.2440 0.0 0.0 0.0
H 0.1632 -6.0176 -4.8573 0.0 0.0 0.0
H 1.5296 -5.1764 -4.1153 0.0 0.0 0.0
H 0.7195 -4.4758 -5.5090 0.0 0.0 0.0
H -2.0015 -5.7009 -3.9087 0.0 0.0 0.0
H -3.5403 -4.4771 -2.3751 0.0 0.0 0.0
H -0.5292 -1.5258 -1.7157 0.0 0.0 0.0
H 1.0136 -2.7541 -3.1837 0.0 0.0 0.0
H -5.4233 -0.7356 -1.6487 0.0 0.0 0.0
H -4.5528 0.1426 -2.9009 0.0 0.0 0.0
C -1.1686 5.2331 2.6663 0.0 0.0 0.0
C -0.1016 4.4871 2.1960 0.0 0.0 0.0
C -0.3676 3.4093 1.3645 0.0 0.0 0.0
N -1.6000 3.0596 1.0041 0.0 0.0 0.0
C -2.6263 3.7841 1.4512 0.0 0.0 0.0
C -2.4541 4.8815 2.2829 0.0 0.0 0.0
H -1.0025 6.0745 3.3299 0.0 0.0 0.0
H 0.9180 4.7088 2.4815 0.0 0.0 0.0
H 0.4241 2.7822 0.9740 0.0 0.0 0.0
H -3.6032 3.4453 1.1202 0.0 0.0 0.0
H -3.3166 5.4379 2.6264 0.0 0.0 0.0
C 2.3798 1.1735 -0.7240 0.0 0.0 0.0
C 3.0422 0.9320 -3.1057 0.0 0.0 0.0
C 4.4019 0.9328 -3.4146 0.0 0.0 0.0
C 4.9407 0.0260 -4.3103 0.0 0.0 0.0
C 4.1101 -0.9139 -4.9178 0.0 0.0 0.0
C 2.7459 -0.9295 -4.6189 0.0 0.0 0.0
C 2.2216 -0.0131 -3.7256 0.0 0.0 0.0
C 4.6625 -1.8499 -5.8569 0.0 0.0 0.0
N 5.1188 -2.5929 -6.6089 0.0 0.0 0.0
H 2.2701 1.9276 0.0718 0.0 0.0 0.0
H 3.2784 0.5905 -0.5158 0.0 0.0 0.0
H 5.0483 1.6624 -2.9385 0.0 0.0 0.0
H 5.9975 0.0385 -4.5457 0.0 0.0 0.0
H 2.1024 -1.6600 -5.0934 0.0 0.0 0.0
H 1.1630 -0.0029 -3.5008 0.0 0.0 0.0
```
Forces are in eV/Å.

As for the multiplicity: 1. The charge is -2. The calculation puts the HOMO energy at -1.16 eV. For the LUMO energy, the calculation gives 4.16 eV. Its HOMO-LUMO gap is 5.32 eV.



Question: multiplicity of number 1 (C40H84O11)?
Answer: 1